{
  "formula": "C3H8N2OS",
  "method": "the ωB97M-V functional and the def2-TZVPD basis",
  "elements": ["S", "O", "N", "N", "C", "C", "C", "H", "H", "H", "H", "H", "H", "H", "H"],
  "positions_angstrom": [[2.017344, -0.088535, 0.457740], [2.365478, -1.070264, -0.600054], [1.713247, 1.418798, -0.451383], [-0.794713, 0.497824, 0.875466], [-1.364100, -0.189292, -0.317096], [0.243844, -0.503506, 0.991745], [-0.465514, -1.404412, -0.095706], [2.539421, 1.628112, -0.936670], [0.299819, -1.488126, -0.749243], [1.616888, 2.079519, 0.245025], [-2.446307, -0.348891, -0.313024], [-1.015768, 0.338649, -1.191513], [-0.551148, 1.450478, 0.879579], [0.509289, -0.836051, 2.303057], [-0.859311, -2.336616, 0.443463]],
  "forces_ev_per_angstrom": [[0.1, 0.3, -1.0], [-0.1, 0.2, 0.4], [-1.5, -3.0, 0.0], [-0.4, -2.3, 0.3], [0.2, 0.7, 0.1], [0.4, 0.0, 3.5], [-1.3, 0.0, 5.0], [1.5, 0.1, -0.9], [1.8, -1.4, -2.9], [-0.3, 2.2, 1.7], [0.2, 0.2, 0.1], [-0.4, 0.0, -0.7], [0.2, 1.2, -0.3], [-0.9, 0.6, -4.0], [0.4, 1.3, -1.5]],
  "lowdin_charge": [0.880, -0.535, -0.151, -0.051, -0.174, -0.466, -0.120, 0.014, 0.021, -0.013, 0.107, 0.100, 0.070, 0.174, 0.142],
  "molar_mass_da": 120.18
}


{
  "formula": "C3H8N2OS",
  "method": "the ωB97M-V functional and the def2-TZVPD basis",
  "elements": ["S", "O", "N", "N", "C", "C", "C", "H", "H", "H", "H", "H", "H", "H", "H"],
  "positions_angstrom": [[-1.184759, 0.434589, -2.153615], [1.943328, -1.118595, 0.801404], [-0.913870, 1.009584, 0.825488], [0.413479, -0.616111, 2.403457], [1.001136, -0.465858, 1.180164], [0.311079, 0.538599, 0.234902], [0.179718, -0.226729, -1.106876], [0.722329, -1.422321, 2.927265], [-1.597847, 0.423200, 1.266241], [1.000737, 1.374303, 0.134426], [-1.376867, 1.690716, 0.244071], [1.058056, -0.083023, -1.713729], [0.134135, 0.181506, 2.952249], [-0.072057, -1.262248, -0.944605], [-1.686035, -0.738026, -2.554131]],
  "forces_ev_per_angstrom": [[0.0, 0.2, 0.0], [0.1, -0.5, -0.1], [0.1, 1.6, 0.2], [0.0, -0.6, 0.5], [-0.1, 0.8, -0.3], [-0.4, -1.2, 0.7], [-0.7, 0.9, -0.5], [0.3, 0.2, 0.0], [0.3, -0.7, -0.3], [-0.1, 0.2, -0.2], [-0.1, -0.1, 0.0], [0.5, -0.5, 0.1], [-0.3, 0.0, -0.4], [0.3, -0.3, 0.1], [0.0, 0.0, 0.1]],
  "lowdin_charge": [0.693, 0.070, 0.004, 0.152, -0.519, -0.376, -0.475, 0.108, 0.075, 0.145, 0.046, 0.061, 0.101, 0.072, -0.157],
  "smiles": "NC(=O)[C@H](N)CS",
  "molar_mass_da": 120.18
}


{
  "formula": "C3H8N2OS",
  "method": "the ωB97M-V functional and the def2-TZVPD basis",
  "elements": ["S", "O", "N", "N", "C", "C", "C", "H", "H", "H", "H", "H", "H", "H", "H"],
  "positions_angstrom": [[1.735914, -1.136363, -0.261096], [-0.919450, -1.187003, -0.616275], [0.021113, 0.922343, -0.143805], [-1.069992, 1.651801, -0.067527], [2.602019, 0.292700, 0.170158], [-1.881766, -1.383914, 0.375313], [0.054625, -0.365355, -0.480656], [-0.797871, 2.519858, -0.883018], [3.604343, 0.041432, 0.617184], [-2.774573, -1.973020, -0.108204], [2.526602, 0.938721, -0.764215], [-1.373049, -2.223865, 1.059745], [-2.195795, -0.279410, 0.646389], [2.206214, 1.145012, 0.983185], [-1.738332, 1.037057, -0.527174]],
  "forces_ev_per_angstrom": [[-2.4, -0.7, 0.1], [-1.3, -1.9, -2.9], [4.5, -4.9, -0.9], [-1.5, 3.5, -3.8], [0.6, 4.6, 1.4], [-1.2, -1.1, 0.6], [3.2, 4.6, 3.2], [-1.6, -2.8, 3.2], [-0.7, 0.1, -1.3], [1.6, 1.5, 0.8], [1.2, -0.6, 1.2], [-1.4, 2.6, -0.3], [0.2, -2.9, 0.9], [0.3, -2.9, -1.7], [-1.4, 1.0, -0.4]],
  "lowdin_charge": [0.856, -0.176, -0.151, -0.038, -0.554, -0.073, -0.653, 0.199, 0.037, 0.117, 0.039, 0.140, 0.112, 0.107, 0.039],
  "smiles": "CO/C(=N\\N)SC",
  "molar_mass_da": 120.18
}


{
  "formula": "C3H8N2OS2",
  "method": "the ωB97M-V functional and the def2-TZVPD basis",
  "elements": ["S", "S", "O", "N", "N", "C", "C", "C", "H", "H", "H", "H", "H", "H", "H", "H"],
  "positions_angstrom": [[-1.821073, 1.514049, 0.589647], [-0.262034, -1.156300, 1.515603], [0.792232, -0.331949, -2.214403], [0.950633, -0.872877, -0.905015], [-0.257371, 0.977521, 0.004727], [0.138597, -0.384702, 0.037119], [1.572889, -2.139178, -0.766109], [0.821606, 2.067500, -0.301307], [1.703661, 1.435845, -0.580707], [1.095612, 2.789436, 0.570458], [2.372566, -2.467171, -1.519520], [0.462542, 2.906880, -1.240364], [0.736048, -3.147677, -0.248580], [0.108074, -1.076058, -2.568263], [2.149071, -2.012952, 0.207917], [-1.687111, 0.509084, 1.894073]],
  "forces_ev_per_angstrom": [[1.5, -2.3, 2.2], [0.4, -0.5, -1.5], [-2.3, -3.5, -0.3], [-0.2, 0.8, -1.0], [0.9, 1.3, -1.3], [-1.2, 2.0, 3.1], [0.5, -3.4, 3.5], [-1.2, 1.1, -1.4], [-0.6, 1.1, -0.1], [-0.9, -1.8, -1.1], [-1.9, 0.8, 0.6], [1.1, -3.0, 2.6], [2.2, 3.1, -2.3], [2.1, 2.8, 0.4], [-0.4, -0.4, -1.1], [-0.1, 2.0, -2.6]],
  "lowdin_charge": [0.597, 0.603, -0.018, -0.279, -0.609, -0.814, -0.124, -0.117, 0.061, 0.084, 0.106, 0.145, 0.173, 0.192, 0.071, -0.070],
  "molar_mass_da": 152.24
}


{
  "formula": "C3H8N2S",
  "method": "the ωB97M-V functional and the def2-TZVPD basis",
  "elements": ["S", "N", "N", "C", "C", "C", "H", "H", "H", "H", "H", "H", "H", "H"],
  "positions_angstrom": [[-1.838238, -1.266511, -0.058827], [0.968204, -0.675986, 1.430345], [1.615006, -0.812562, -0.851939], [0.735868, -0.474066, 0.174939], [-0.943596, 1.462524, 0.108022], [-0.580106, 0.064948, -0.402531], [0.145384, -0.538374, 1.933656], [-0.564179, 0.103233, -1.511097], [-0.933859, -2.113340, 0.468157], [-0.083135, 2.080970, -0.166191], [1.716319, -0.162636, -1.595169], [2.514434, -1.124044, -0.490018], [-0.905425, 1.508648, 1.178879], [-1.846677, 1.947201, -0.218226]],
  "forces_ev_per_angstrom": [[0.2, 0.3, 0.2], [1.7, -0.4, -3.0], [0.6, -0.6, 1.8], [-0.2, 0.4, 0.1], [1.5, -0.2, 0.3], [-0.9, -0.3, -0.5], [-1.7, 0.5, 1.2], [0.4, -0.1, 0.6], [-0.4, 0.0, -0.1], [-0.2, 0.3, -0.3], [-0.2, 0.5, -0.6], [-0.2, 0.1, -0.1], [-0.3, -0.2, 0.7], [-0.4, -0.3, -0.5]],
  "lowdin_charge": [0.720, 0.120, 0.116, -0.558, -0.116, -0.633, 0.004, 0.087, -0.133, 0.082, 0.078, 0.100, 0.062, 0.071],
  "smiles": "[H]/N=C(/N)[C@H](C)S",
  "molar_mass_da": 104.18
}


{
  "formula": "C3H8N2S",
  "method": "the ωB97M-V functional and the def2-TZVPD basis",
  "elements": ["S", "N", "N", "C", "C", "C", "H", "H", "H", "H", "H", "H", "H", "H"],
  "positions_angstrom": [[2.046489, 0.137603, 0.020527], [-0.853207, 0.728136, 0.613408], [-0.571815, -0.486302, 0.005112], [-1.590394, -1.496459, -0.085254], [-1.214823, 1.727519, -0.360282], [0.705020, -0.776112, -0.101517], [-1.947609, 1.338326, -1.111123], [-1.174772, -2.399467, -0.539912], [-1.556872, 2.628477, 0.184652], [-1.594422, 0.552288, 1.302389], [-2.446861, -1.130314, -0.639822], [0.805374, -1.777599, -0.584726], [-0.299552, 1.958922, -0.908675], [-1.952775, -1.794801, 0.921457]],
  "forces_ev_per_angstrom": [[0.1, 0.3, 0.4], [-1.2, -0.1, 1.1], [0.0, 0.3, 0.8], [-0.4, -0.5, 0.7], [-0.2, 0.2, -0.6], [1.4, -1.8, -2.1], [0.1, 0.6, 0.6], [-0.2, 0.3, -0.1], [0.0, -0.5, -0.5], [0.3, 0.3, -0.4], [-0.1, 0.0, -0.3], [0.1, 0.5, 0.6], [-0.1, 0.2, 0.0], [0.2, 0.2, -0.3]],
  "lowdin_charge": [0.586, -0.101, -0.294, -0.040, -0.111, -0.748, 0.084, 0.090, 0.093, 0.125, 0.084, 0.070, 0.062, 0.099],
  "smiles": "CNN(C)C=S",
  "molar_mass_da": 104.18
}


{
  "formula": "C3H8N2S",
  "method": "the ωB97M-V functional and the def2-TZVPD basis",
  "elements": ["S", "N", "N", "C", "C", "C", "H", "H", "H", "H", "H", "H", "H", "H"],
  "positions_angstrom": [[3.950492, -0.203716, -0.095485], [-2.354949, 0.116904, -0.082404], [1.272585, -0.183910, 0.347668], [-0.046471, 0.382498, 0.407378], [-1.075993, -0.557524, -0.179794], [2.389891, 0.445203, -0.086115], [-1.119876, -1.559909, 0.383888], [-2.572141, 0.545615, -1.041036], [-3.091752, -0.614475, 0.026722], [-0.313018, 0.670600, 1.447194], [-0.771315, -0.765731, -1.232965], [1.492553, -1.075265, 0.801479], [0.001684, 1.316292, -0.170727], [2.238308, 1.483420, -0.525800]],
  "forces_ev_per_angstrom": [[-1.7, 0.6, 0.1], [-2.0, -0.4, -2.0], [2.1, 0.0, 0.0], [0.2, 0.4, 0.6], [0.4, -1.1, 0.0], [0.6, 0.1, -0.5], [0.2, 1.5, -0.7], [0.3, -0.6, 2.0], [0.7, 1.0, -0.1], [0.0, -0.3, -0.5], [-0.2, -0.2, 0.7], [-0.4, 0.4, -0.2], [-0.3, -0.2, 0.1], [-0.1, -1.3, 0.6]],
  "lowdin_charge": [0.491, -0.041, -0.089, -0.233, -0.315, -0.716, 0.138, 0.104, 0.078, 0.130, 0.118, 0.131, 0.121, 0.083],
  "smiles": "NCCNC=S",
  "molar_mass_da": 104.18
}


{
  "formula": "C3H8N2S",
  "method": "the ωB97M-V functional and the def2-TZVPD basis",
  "elements": ["S", "N", "N", "C", "C", "C", "H", "H", "H", "H", "H", "H", "H", "H"],
  "positions_angstrom": [[1.435055, -2.449801, -1.375658], [0.117406, 1.843285, 0.158043], [0.848695, 0.689090, 0.341641], [0.315544, -0.469359, 0.155044], [1.089038, -1.704199, 0.265948], [-1.335210, 1.793452, -0.043280], [-1.733921, 2.783805, 0.128639], [0.639620, -2.451282, 0.895431], [2.024828, -1.437969, 0.704614], [-1.636633, 1.513650, -1.080831], [0.477430, 2.494341, 0.803766], [-1.760731, 1.108577, 0.668147], [-0.754767, -0.540922, -0.100118], [0.273647, -3.172668, -1.521387]],
  "forces_ev_per_angstrom": [[-0.6, -0.5, 0.0], [-0.3, -1.5, -1.1], [-0.4, -0.9, 0.0], [-1.3, 2.0, -0.1], [0.2, -0.2, -0.5], [0.7, 0.2, -0.4], [0.0, 0.2, 0.1], [-0.3, -0.2, 0.2], [0.9, 0.0, 0.1], [0.5, 0.0, 0.7], [0.1, 1.0, 0.5], [-0.6, -0.4, 0.3], [0.4, -0.2, -0.1], [0.7, 0.5, 0.2]],
  "lowdin_charge": [0.672, -0.124, 0.007, -0.291, -0.556, -0.112, 0.073, 0.064, 0.058, 0.093, 0.091, 0.059, 0.100, -0.135],
  "smiles": "CN/N=C/CS",
  "molar_mass_da": 104.18
}


Calculated energy above the lowest of the compared OMol25 structures with the same formula, charge and spin in order - 4.346 0.710 5.597 6.681 0.828 2.194 1.107 2.126 eV
Calculated LUMO level in order - 0.5175 0.8044 0.7760 0.0213 0.8072 0.6318 0.7009 0.9136 eV